Record 1
{
  "formula": "C19H20N2O3",
  "method": "ωB97M-V/def2-TZVPD",
  "charge": 0,
  "smiles": "Cc1ccc(NC(=O)C(=O)NC[C@@H]2OCCc3ccccc32)cc1",
  "max_force_ev_per_a": 0.616,
  "e_above_lowest_kcal_mol": 14.2,
  "symbols": ["C", "C", "C", "C", "C", "N", "C", "O", "C", "O", "N", "C", "C", "O", "C", "C", "C", "C", "C", "C", "C", "C", "C", "C", "H", "H", "H", "H", "H", "H", "H", "H", "H", "H", "H", "H", "H", "H", "H", "H", "H", "H", "H", "H"],
  "positions_angstrom": [[-7.042, -0.655, 0.341], [-5.610, -0.291, 0.097], [-4.947, 0.619, 0.910], [-3.629, 0.966, 0.677], [-2.945, 0.397, -0.392], [-1.613, 0.704, -0.674], [-0.754, 1.509, -0.031], [-0.948, 2.192, 0.961], [0.626, 1.446, -0.694], [0.825, 0.767, -1.688], [1.526, 2.212, -0.063], [2.934, 2.094, -0.298], [3.632, 1.113, 0.698], [5.010, 1.032, 0.408], [5.311, 0.242, -0.724], [4.878, -1.211, -0.539], [3.480, -1.301, 0.006], [2.760, -2.484, -0.090], [1.507, -2.599, 0.481], [0.979, -1.540, 1.200], [1.691, -0.360, 1.307], [2.926, -0.219, 0.683], [-3.599, -0.517, -1.215], [-4.915, -0.852, -0.970], [-7.680, -0.203, -0.419], [-7.178, -1.734, 0.290], [-7.372, -0.305, 1.316], [-5.469, 1.066, 1.743], [-3.126, 1.673, 1.316], [-1.192, 0.236, -1.476], [1.191, 2.678, 0.773], [3.416, 3.072, -0.219], [3.045, 1.712, -1.315], [3.583, 1.552, 1.703], [4.840, 0.656, -1.625], [6.395, 0.314, -0.838], [5.549, -1.698, 0.177], [4.956, -1.744, -1.488], [3.190, -3.319, -0.624], [0.950, -3.519, 0.382], [0.014, -1.630, 1.676], [1.287, 0.452, 1.894], [-3.069, -0.961, -2.045], [-5.413, -1.562, -1.614]],
  "nbo_charge": [-0.625, -0.029, -0.199, -0.248, 0.210, -0.596, 0.581, -0.621, 0.600, -0.628, -0.593, -0.249, 0.078, -0.516, -0.061, -0.451, -0.017, -0.189, -0.209, -0.225, -0.163, -0.067, -0.240, -0.203, 0.219, 0.217, 0.215, 0.210, 0.248, 0.434, 0.424, 0.213, 0.226, 0.195, 0.163, 0.197, 0.219, 0.220, 0.208, 0.213, 0.215, 0.206, 0.209, 0.211]
}

***

Record 2
{
  "formula": "C2H10N4O",
  "method": "ωB97M-V/def2-TZVPD",
  "charge": 2,
  "smiles": "CO[N+]([NH3+])=C(N)N",
  "max_force_ev_per_a": 4.653,
  "e_above_lowest_kcal_mol": 43.8,
  "symbols": ["C", "O", "N", "N", "C", "N", "N", "H", "H", "H", "H", "H", "H", "H", "H", "H", "H"],
  "positions_angstrom": [[2.262, -0.802, 0.229], [1.321, -0.141, -0.682], [0.128, 0.430, -0.091], [0.199, 1.868, -0.312], [-1.037, -0.305, -0.003], [-1.064, -1.628, -0.064], [-2.211, 0.234, 0.243], [1.835, -1.570, 0.801], [2.591, -0.026, 0.932], [3.030, -1.025, -0.531], [-0.099, 2.541, 0.411], [-0.400, 2.165, -1.270], [1.213, 1.993, -0.530], [-1.922, -2.093, 0.060], [-0.245, -2.198, -0.028], [-2.962, -0.496, 0.402], [-2.639, 1.054, 0.434]],
  "nbo_charge": [-0.249, -0.332, -0.008, -0.553, 0.660, -0.695, -0.738, 0.200, 0.204, 0.268, 0.478, 0.484, 0.501, 0.438, 0.449, 0.443, 0.450]
}

***

Record 3
{
  "formula": "C6H7N",
  "method": "ωB97M-V/def2-TZVPD",
  "charge": 0,
  "max_force_ev_per_a": 9.649,
  "e_above_lowest_kcal_mol": 74.2,
  "spin_multiplicity": 3,
  "symbols": ["C", "C", "C", "C", "C", "C", "N", "H", "H", "H", "H", "H", "H", "H"],
  "positions_angstrom": [[-1.936, 0.047, -0.085], [-0.465, -0.096, -0.259], [-3.169, 0.498, 0.143], [1.719, -0.351, 0.748], [2.016, -0.215, -0.738], [0.822, 0.443, -0.184], [-1.132, -1.151, -0.315], [-3.969, -0.291, -0.051], [-3.190, 1.550, 0.524], [1.495, -1.371, 1.290], [2.324, 0.289, 1.433], [2.788, 0.357, -1.245], [1.793, -1.183, -1.192], [0.905, 1.474, -0.069]],
  "nbo_charge": [0.133, 0.128, -0.352, -0.414, -0.418, -0.296, -0.388, 0.237, 0.235, 0.240, 0.210, 0.227, 0.219, 0.240]
}

***

Record 4
{
  "formula": "C3H6IN",
  "method": "ωB97M-V/def2-TZVPD",
  "charge": 0,
  "max_force_ev_per_a": 7.424,
  "e_above_lowest_kcal_mol": 46.9,
  "symbols": ["C", "C", "C", "N", "I", "H", "H", "H", "H", "H", "H"],
  "positions_angstrom": [[-0.022, 0.326, -0.234], [1.038, 0.742, 0.760], [-0.564, -0.991, 0.024], [-0.143, 1.183, -1.152], [-1.638, 0.259, -3.225], [1.963, 1.324, 0.476], [0.530, 1.392, 1.589], [1.432, -0.179, 1.305], [-0.056, -1.825, 0.141], [-1.391, -1.334, -0.702], [-1.149, -0.895, 1.018]],
  "nbo_charge": [0.189, -0.654, -0.671, -0.216, -0.114, 0.256, 0.242, 0.231, 0.240, 0.257, 0.240]
}

***

Record 5
{
  "formula": "H3NO3Si",
  "method": "ωB97M-V/def2-TZVPD",
  "charge": 0,
  "max_force_ev_per_a": 3.645,
  "e_above_lowest_kcal_mol": 66.8,
  "symbols": ["N", "O", "O", "O", "Si", "H", "H", "H"],
  "positions_angstrom": [[0.741, 0.495, -0.567], [0.852, 1.689, -0.846], [1.741, -0.175, -0.278], [-0.461, -1.677, 0.280], [-0.819, -0.128, 0.073], [0.543, -1.821, 0.197], [-1.983, 0.129, -0.684], [-0.614, 1.487, 1.824]],
  "nbo_charge": [0.174, -0.348, -0.404, -1.113, 1.557, 0.542, -0.190, -0.219]
}

***

Record 6
{
  "formula": "C2H3F2N6O4",
  "method": "ωB97M-V/def2-TZVPD",
  "charge": 1,
  "smiles": "[H]/N=[N+](\\[O-])[C@H](/N=[N+](/[O-])[C@@H]1O[N+]1=O)N(F)F",
  "max_force_ev_per_a": 4.801,
  "e_above_lowest_kcal_mol": 45.6,
  "symbols": ["H", "N", "N", "O", "C", "N", "N", "O", "C", "O", "N", "O", "N", "F", "F", "H", "H"],
  "positions_angstrom": [[-0.206, 2.463, -0.167], [-0.047, 1.534, -0.245], [1.167, 1.303, -0.229], [2.070, 2.039, 0.068], [1.524, -0.106, -0.670], [0.390, -0.860, -1.129], [-0.732, -1.010, -0.768], [-1.570, -1.718, -1.151], [-1.430, -0.225, 0.643], [-2.785, -0.843, 0.824], [-2.577, 0.405, 0.539], [-3.169, 1.274, 0.084], [2.111, -0.774, 0.480], [1.158, -1.017, 1.388], [2.690, -2.001, 0.300], [2.159, -0.169, -1.463], [-0.752, -0.295, 1.496]],
  "nbo_charge": [0.377, -0.511, 0.368, -0.308, 0.130, -0.199, 0.444, -0.254, 0.190, -0.161, 0.495, -0.068, 0.309, -0.220, -0.160, 0.275, 0.293]
}

***

These records have calculated total energy values of -29151.6999 -10222.6842 -7817.0711 -12796.1011 -15554.2340 -24662.8143 eV, in the order they appear.